Entry from OMol25: 16 unconnected molecules or ions with the total composition C40H112ClNO24SSi at a distorted geometry (the ωB97M-V functional and the def2-TZVPD basis).

Structure (XYZ):
```
180
Properties=species:S:1:pos:R:3:mulliken_charge:R:1
Cl -3.015 -3.978 0.429 -0.2435
S -1.325 -3.328 -0.517 0.8880
Si 2.283 2.234 -5.390 0.4378
O -1.466 -1.951 -0.618 -0.3757
O -1.131 -4.037 -1.705 -0.5454
O -6.592 -7.622 0.445 -0.5254
O 2.491 -7.553 5.028 -0.4817
O 0.665 0.118 3.487 -0.3961
O -5.173 3.255 -6.730 -0.4887
O -6.105 -0.403 -6.125 -0.4839
O 3.488 5.560 3.098 -0.4450
O -4.007 4.303 1.987 -0.4853
O -4.499 9.172 3.268 -0.4911
O -5.634 -6.347 -3.494 -0.4698
O -0.131 0.996 -0.225 -0.5913
O 6.076 -0.273 -4.708 -0.4754
O 2.606 -3.330 3.794 -0.2964
O 2.813 2.764 -3.904 -0.4416
O -1.934 4.097 4.305 -0.4528
O -2.789 0.977 1.462 -0.5408
O 3.231 -0.406 1.638 0.4254
O 1.037 -11.818 4.545 -0.4673
O -3.034 -12.645 3.169 -0.5267
O 6.418 1.353 3.837 -0.3911
O -4.803 8.487 0.086 -0.4432
O 2.662 6.897 1.575 -0.5522
O -1.176 5.302 -6.097 -0.4650
N 2.179 0.602 -1.789 -0.2403
C 2.355 -2.725 0.630 1.1726
C 2.956 2.088 -0.088 -2.4565
C -1.911 -11.828 2.855 -0.3040
C 1.793 -12.729 3.747 -0.6115
C 1.629 3.746 -6.279 -1.1313
C -0.680 1.977 0.626 0.5298
C -5.570 -1.542 -6.794 -0.5508
C 5.424 -1.512 -4.440 -0.5298
C 1.067 5.677 2.746 -0.0657
C -5.934 -7.709 -3.188 -0.4209
C 2.763 2.641 1.314 0.9791
C -2.441 2.901 4.898 -0.5757
C -2.247 4.581 -5.499 -0.3298
C -3.945 2.960 2.367 1.2546
C -4.451 9.459 -0.891 -0.6214
C 2.430 -4.675 4.271 -0.8357
C 3.532 4.135 3.114 -1.2100
C -3.674 2.019 1.197 -0.7524
C -3.457 10.133 3.082 -0.5485
C 0.886 0.998 -5.194 -1.0176
C -0.013 -3.614 0.639 -0.3871
C 3.803 1.970 -3.305 -1.5618
C 3.652 1.569 -6.475 -1.0378
C -1.487 1.381 1.755 1.5434
C -2.820 6.352 1.691 -1.3754
C 1.017 0.468 0.342 0.3633
C 0.453 -1.214 3.960 -0.2173
C -5.198 2.587 -7.986 -0.5003
C -2.752 4.854 1.657 -0.0325
C 3.429 0.699 -2.515 0.1696
C 3.101 -1.804 -0.328 -2.5397
C 3.285 -0.396 0.219 -1.0881
C 2.454 6.091 2.411 0.5066
C 3.891 3.536 1.775 -1.2156
C 2.377 -8.386 3.872 -0.4246
C 1.307 -3.567 -0.105 -1.8295
C 7.632 2.098 3.946 -0.6622
C 2.365 0.701 -0.358 1.9413
C -5.314 -6.996 0.557 -0.4274
C 4.464 -0.096 2.248 -1.3039
H 2.455 2.754 -0.756 0.7275
H 1.220 -0.020 -5.157 0.3374
H 1.019 -1.392 4.874 0.2887
H 1.642 -4.574 -0.222 0.4171
H 2.420 -7.752 2.990 0.2309
H -3.270 2.807 3.196 -1.7032
H -6.215 -0.634 -5.200 0.2888
H -3.767 6.702 2.042 0.3033
H -3.531 10.612 2.101 0.2464
H -1.821 3.878 -4.785 0.1724
H 4.834 3.028 1.782 0.9186
H -3.371 9.635 -0.898 0.2753
H 1.152 -3.204 -1.098 0.7707
H -1.030 -12.284 3.291 0.0007
H -4.781 1.582 -7.884 0.1674
H 0.878 -0.603 0.307 -0.6384
H -0.129 -2.856 1.382 -0.0150
H -1.595 2.339 5.282 0.2857
H -2.911 5.270 -4.977 0.2732
H 1.642 -13.757 4.082 0.3069
H 2.514 4.294 -6.539 0.3332
H -0.971 0.493 2.056 -0.4032
H -3.491 10.900 3.858 0.3122
H -4.905 -6.779 -0.434 0.1573
H 7.428 3.171 3.986 0.2683
H -2.818 4.032 -6.247 0.1111
H -7.013 -7.829 -3.181 0.1968
H 3.545 -3.229 3.617 0.1762
H -1.567 5.919 -6.719 0.2529
H 1.054 4.390 -5.647 0.2845
H 4.442 2.280 -6.582 0.2882
H 4.079 -2.212 -0.469 0.4704
H -5.533 -7.970 -2.206 0.1568
H -1.435 2.058 2.597 -0.5449
H 2.859 -12.490 3.786 0.3039
H 0.912 5.585 3.800 0.4118
H -4.598 -1.819 -6.376 0.2503
H 4.288 -0.107 -0.032 1.7800
H 0.849 4.721 2.324 -0.4483
H 0.291 1.214 -4.329 0.2589
H -3.409 2.583 0.338 0.4282
H 1.919 3.295 1.265 -0.2194
H -5.709 2.734 -6.125 0.2842
H 4.002 2.083 -0.335 0.4976
H 3.199 -9.106 3.842 0.2168
H 4.280 0.502 -1.878 0.0478
H 2.611 3.730 3.480 0.5508
H 2.524 1.896 2.047 -0.4114
H -2.030 -10.830 3.279 0.2349
H -6.221 2.522 -8.366 0.2799
H -1.778 -11.756 1.769 0.2764
H -5.340 9.635 3.214 0.2903
H -2.681 4.595 3.964 0.3465
H 0.118 2.539 1.090 -0.6002
H -2.967 2.289 4.160 0.5982
H 1.075 0.721 1.380 -0.0700
H 5.672 -1.877 -3.439 0.2628
H -4.969 10.407 -0.709 0.2646
H -7.179 -7.018 -0.013 0.2945
H -1.972 4.471 2.300 0.4988
H -4.534 8.827 0.945 0.2520
H -1.215 2.668 0.011 0.3063
H 1.447 -12.637 2.721 0.2281
H 3.412 -0.094 -3.241 0.2819
H -2.509 9.606 3.146 0.2036
H 8.229 1.884 3.065 0.2488
H 5.890 1.543 4.617 0.2643
H 1.344 -11.904 5.451 0.2689
H -4.652 -7.672 1.072 0.2513
H -2.622 6.754 0.724 0.4949
H 3.060 -3.412 1.036 0.7646
H -4.678 -6.253 -3.498 0.2806
H 1.605 0.205 3.302 0.0219
H 0.763 -1.930 3.203 -0.3294
H -5.443 -1.282 -7.841 0.2143
H -3.823 -12.242 2.787 0.2957
H 4.325 2.613 -2.621 0.3740
H -4.751 9.077 -1.863 0.2632
H 4.092 0.717 -5.987 0.2243
H 4.288 3.901 3.832 0.2508
H 1.106 3.475 -7.173 0.3200
H -4.595 3.155 -8.690 0.2658
H -4.926 2.749 2.734 0.4373
H 4.320 -0.196 3.301 0.2224
H 3.929 4.335 1.063 0.4641
H -3.120 3.134 5.723 0.3441
H -4.600 1.548 0.951 0.4025
H -6.254 -2.392 -6.720 0.2945
H 5.701 -2.267 -5.179 0.3630
H 0.250 1.123 -6.051 0.4108
H 4.540 1.656 -4.028 0.6096
H -2.508 4.577 0.645 0.0646
H 2.762 -5.391 3.518 0.2508
H 1.425 -8.919 3.890 0.2050
H -0.141 -4.541 1.154 0.7577
H -5.503 -8.370 -3.944 0.2713
H 0.414 6.419 2.354 0.4126
H 1.644 -0.198 -2.070 0.6127
H -2.055 6.734 2.343 0.1445
H 2.439 -8.142 5.785 0.2680
H 4.740 0.913 2.024 0.4297
H 2.634 -1.843 -1.291 0.6475
H 4.352 -1.341 -4.497 0.1954
H 7.022 -0.426 -4.660 0.2797
H 3.028 -4.801 5.174 0.3471
H 5.259 -0.763 1.951 0.4229
H -5.395 -6.070 1.132 0.2392
H 8.192 1.803 4.836 0.2748
H 3.258 1.248 -7.418 0.4268
H -0.610 -1.332 4.162 0.3867
H 1.845 -2.205 1.406 -0.9701
H 1.388 -4.868 4.508 0.3657
```

Properties
- lowest unoccupied orbital energy (Ha) = 0.003
- energy (hartree) = -4599.2228
- largest force on an atom (eV/Å) = 3.249
- Kohn-Sham gap (eV) = 8.398



Entry from OMol25: a molecular structure, C12H13NPPb at a distorted geometry (the ωB97M-V functional and the def2-TZVPD basis).

Structure (XYZ):
```
28
Properties=species:S:1:pos:R:3:mulliken_charge:R:1
Pb -1.041 0.302 -1.701 0.3248
P 0.895 -0.903 -3.212 -0.2434
N 0.141 -0.287 0.229 -0.6231
C -0.288 4.173 -1.987 -0.5734
C 2.016 4.079 -2.155 -0.5926
C -1.961 -2.179 2.283 -0.5299
C 1.675 4.427 -0.815 -0.4231
C 0.803 3.886 -2.879 -0.5570
C 0.336 -3.004 2.459 -0.4959
C -0.587 -2.057 1.968 0.5734
C -1.473 -4.170 3.562 -0.4367
C -2.407 -3.234 3.075 -0.4434
C -0.108 -4.067 3.252 -0.4312
C -0.163 -1.070 1.066 0.1162
C 0.264 4.554 -0.720 -0.6265
H -0.004 -1.719 -4.006 0.1040
H 1.717 -1.991 -2.697 0.1171
H 3.024 3.956 -2.558 0.3573
H 1.709 -0.421 -4.324 0.1180
H -3.470 -3.334 3.307 0.3448
H -0.312 4.865 0.153 0.3457
H 0.702 3.583 -3.930 0.3893
H -2.669 -1.448 1.889 0.3439
H 0.606 -4.809 3.616 0.3436
H -1.351 4.167 -2.251 0.4196
H 2.378 4.610 -0.010 0.3891
H -1.823 -4.995 4.185 0.3199
H 1.389 -2.911 2.201 0.3696
```

Properties
- lowest unoccupied orbital energy (spin up / spin down) (Ha) = 0.079 / 0.085
- energy (hartree) = -1053.8715
- largest force on an atom (eV/Å) = 1.694
- total charge = -1
- Kohn-Sham gap (spin up / spin down) (eV) = 4.225 / 4.939



Entry from OMol25: C14H27N3O3 in the gas phase (the ωB97M-V functional and the def2-TZVPD basis).

Structure (XYZ):
```
47
Properties=species:S:1:pos:R:3:mulliken_charge:R:1
O -2.439 2.741 0.551 -0.6621
O -3.076 -1.286 -1.475 -0.6578
O -0.180 0.773 0.779 -0.5573
N -4.084 1.149 0.798 -0.0920
N -2.501 0.788 -0.690 0.4247
N 2.476 0.399 -0.610 0.5753
C 2.175 -3.291 0.424 -1.4948
C 2.209 -1.789 0.673 0.2102
C -1.255 0.997 -1.388 -1.3735
C -4.375 -0.172 0.285 1.5067
C -5.743 -0.231 -0.393 -1.6449
C -0.083 0.410 -0.577 1.1027
C 2.680 -1.038 -0.584 -1.3395
C 1.253 0.844 -1.228 -1.8983
C -3.255 -0.344 -0.748 0.2197
C -4.236 -1.244 1.368 -1.5989
C 2.873 1.118 0.587 -0.6304
C 5.133 1.679 -0.390 -1.2274
C 4.389 1.076 0.794 -0.5753
C -2.960 1.688 0.282 0.2529
H -4.299 -2.227 0.910 0.3567
H 1.462 -3.535 -0.361 0.3338
H 4.715 0.047 0.946 0.2197
H 1.245 0.478 -2.261 0.2811
H 3.751 -1.228 -0.719 0.4273
H 6.209 1.593 -0.254 0.4083
H 1.281 1.938 -1.261 0.4555
H 2.891 -1.579 1.500 0.3511
H 3.156 -3.650 0.118 0.3543
H 4.624 1.634 1.703 0.4422
H -0.273 1.734 0.840 0.4193
H 2.168 -1.451 -1.457 0.4227
H 1.882 -3.821 1.328 0.4015
H 2.369 0.745 1.490 0.2392
H -1.128 2.077 -1.504 0.3614
H -5.029 -1.141 2.105 0.4079
H -0.165 -0.682 -0.585 0.2426
H -5.846 0.585 -1.106 0.3795
H -6.536 -0.156 0.347 0.4015
H -5.838 -1.173 -0.925 0.3423
H 4.883 2.732 -0.500 0.2843
H 1.219 -1.441 0.968 0.1512
H -3.274 -1.151 1.866 0.3640
H -4.574 1.563 1.572 0.2186
H -1.321 0.516 -2.365 0.3741
H 4.851 1.164 -1.304 0.2847
H 2.579 2.162 0.452 0.5352
```

Properties
- lowest unoccupied orbital energy (Ha) = 0.026
- energy (hartree) = -939.7010
- SMILES = CCCN(CCC)C[C@@H](O)CN1C(=O)NC(C)(C)C1=O
- largest force on an atom (eV/Å) = 0.671
- Kohn-Sham gap (eV) = 8.658



Entry from OMol25: C19H22N6O6S in the gas phase at a distorted geometry (the ωB97M-V functional and the def2-TZVPD basis).

Structure (XYZ):
```
54
Properties=species:S:1:pos:R:3:mulliken_charge:R:1
S 4.465 1.775 0.868 -0.2542
O 3.884 0.106 -2.805 -0.7516
O 1.843 -0.978 0.629 -0.1202
O -1.843 0.589 -2.037 -0.7512
O -7.635 -0.636 0.574 -0.6398
O -0.086 2.034 2.520 -0.8768
O -6.708 -1.630 -0.876 -0.5828
N 0.785 1.153 -2.370 -0.3197
N 4.110 -0.712 -0.908 -0.0583
N -6.688 -0.699 -0.236 0.8934
N 2.013 1.897 1.623 0.1313
N -1.180 1.436 0.062 -0.0322
N 2.344 1.540 -0.592 -0.3360
C -3.867 -1.293 -0.903 -1.8004
C -5.230 2.350 0.360 -0.8823
C -4.239 0.020 -0.493 -0.0299
C -5.554 0.335 -0.100 0.3312
C 2.262 -2.302 0.046 -0.0560
C 3.038 -1.935 -1.112 -1.5147
C 5.060 1.443 -0.949 -0.9407
C 0.125 1.785 0.112 0.2619
C 2.948 -3.162 0.830 -0.3513
C 2.005 -1.288 1.947 -0.3540
C 0.765 1.957 1.355 0.5543
C 0.974 1.578 -1.068 -0.1007
C 4.320 0.242 -1.660 0.6102
C -3.999 2.256 0.160 -0.1485
C -6.083 1.440 0.401 -0.6224
C 2.883 1.590 0.527 0.5654
C -3.601 0.987 -0.213 1.5309
C 2.212 -2.887 2.279 -0.7236
C -2.109 1.028 -0.962 0.2605
H 1.057 -0.724 2.695 0.1807
H 1.401 -2.832 -0.247 0.2636
H -2.767 -1.430 -0.882 0.2798
H -4.301 -2.067 -0.448 0.6173
H 4.887 2.289 -1.418 0.5218
H 4.284 -0.952 0.125 0.2966
H -7.036 1.429 0.773 0.6922
H -1.681 1.778 0.926 0.2591
H 3.970 -2.899 1.064 0.2638
H 3.493 -2.730 -1.330 0.9085
H -0.192 0.998 -2.604 0.2856
H 2.794 -4.202 1.029 0.3228
H -4.070 -1.378 -2.111 0.2386
H 6.117 1.217 -1.207 0.4450
H -5.500 3.375 0.929 0.1538
H 2.869 -2.765 3.225 0.3242
H 2.965 -0.665 2.404 0.1681
H 1.236 -3.324 2.396 0.3653
H -3.092 3.104 0.146 0.2449
H 1.554 1.210 -2.836 0.1665
H 2.378 2.099 2.379 -0.1659
H 2.417 -1.549 -2.016 0.2760
```

Properties
- lowest unoccupied orbital energy (Ha) = -0.002
- energy (hartree) = -1914.7735
- SMILES = Cc1c(C(=O)Nc2c(N)nc(SCC(=O)NC[C@H]3CCCO3)[nH]c2=O)cccc1[N+](=O)[O-]
- largest force on an atom (eV/Å) = 17.306
- Kohn-Sham gap (eV) = 7.569



Entry from OMol25: C5H12N2O2 in the gas phase at a distorted geometry (the ωB97M-V functional and the def2-TZVPD basis).

Structure (XYZ):
```
21
Properties=species:S:1:pos:R:3:mulliken_charge:R:1
O -0.701 -0.199 1.053 -0.4859
O 3.349 0.148 -0.085 -0.7956
N 2.118 -0.197 0.216 0.3353
N -2.299 -1.600 0.320 -0.7138
C 1.083 0.887 -0.141 -0.8886
C -2.222 0.666 -0.737 -1.3914
C -1.740 -0.473 0.227 0.9677
C 1.653 -1.553 -0.283 -0.8210
C -0.017 1.005 0.953 -0.7837
H 0.667 -1.612 0.189 0.2723
H -3.200 -1.550 -0.149 0.2700
H 1.609 1.713 -0.274 0.6312
H 2.420 -2.180 0.163 0.3567
H 0.780 0.746 -1.094 0.4978
H 2.025 -0.264 1.200 0.2912
H -2.935 0.294 -1.496 0.4011
H -0.602 1.857 0.842 0.3535
H 1.579 -1.341 -1.386 0.2744
H -2.570 1.344 -0.096 0.4451
H -1.499 1.124 -1.285 0.3413
H 0.501 1.185 1.862 0.4426
```

Properties
- lowest unoccupied orbital energy (Ha) = 0.020
- energy (hartree) = -457.5393
- SMILES = [H]/N=C(\C)OCC[N@@H+](C)[O-]
- largest force on an atom (eV/Å) = 4.723
- Kohn-Sham gap (eV) = 8.997